Here is a molecular structure, C5H8N2O2S from OMol25. Energies are from wB97M-V/def2-TZVPD.

Each line ends with the Löwdin charge.
Positions of all 18 atoms, in Å:
C (0.81589, 0.09020, 0.13586)  -0.168
C (-0.87754, 1.59852, -0.85117)  -0.075
C (-1.14849, 1.51769, 0.56203)  -0.148
C (-0.63068, 0.32135, -0.03828)  -0.420
C (-1.53043, -0.94793, -0.22394)  0.011
N (1.75963, 0.39099, 0.85758)  -0.037
N (1.37608, -1.40751, -0.98410)  0.028
O (2.91605, -1.65022, 1.77265)  -0.436
O (2.74880, -1.14709, -0.70375)  -0.483
S (3.20680, -0.65325, 0.77776)  0.930
H (-1.65136, 1.90420, -1.64182)  0.150
H (-0.04302, 2.12733, -1.04042)  0.061
H (-0.57931, 2.12099, 1.33975)  0.147
H (-2.19743, 1.49939, 0.78925)  0.107
H (-1.31229, -1.43529, 0.76729)  0.107
H (-1.32754, -1.64417, -0.94040)  0.035
H (-2.53732, -0.50349, -0.27113)  0.094
H (1.01218, -2.18172, -0.30717)  0.095

Energy above the lowest of the compared OMol25 structures with the same formula, charge and spin in kcal per mole: 150.4
HOMO-LUMO gap in eV: 10.433

***

Here is 2 unconnected molecules or ions with the total composition C5H8N2O2S from OMol25. Energies are from wB97M-V/def2-TZVPD.

Each line ends with the Löwdin charge.
Positions of all 18 atoms, in Å:
C (0.02901, -0.83491, 0.88895)  -0.508
C (-0.70089, 1.24491, 0.55459)  -0.571
C (1.59272, -0.47193, 1.14572)  -0.329
C (0.08799, 0.62622, -0.66016)  -0.527
C (-0.84531, 1.51686, -2.53048)  0.148
N (-0.24509, -0.72178, -0.57954)  0.031
N (-0.32851, -2.12648, 1.41975)  0.143
O (-0.66918, 0.32857, 1.46041)  0.092
O (-1.19063, 2.35719, 0.64219)  0.095
S (1.79935, 0.88725, -0.08324)  0.903
H (1.84578, -0.03181, 2.12584)  0.082
H (2.28662, -1.28337, 0.90850)  0.072
H (-1.63856, 1.40838, -1.81731)  -0.004
H (-0.68910, 0.73989, -3.35369)  0.056
H (-0.50376, 2.50600, -2.63666)  0.001
H (0.16791, -1.40016, -1.26427)  0.162
H (-1.18365, -2.53623, 1.46423)  0.046
H (0.18529, -2.20859, 2.31517)  0.108

Energy above the lowest of the compared OMol25 structures with the same formula, charge and spin in kcal per mole: 100.4
HOMO-LUMO gap in eV: 9.002

***

Here is 2 unconnected molecules or ions with the total composition C5H8N2O3 from OMol25. Energies are from wB97M-V/def2-TZVPD.

Each line ends with the Löwdin charge.
Positions of all 18 atoms, in Å:
N (1.56917, 2.06790, 1.48249)  -0.004
C (-0.45822, 2.69408, 2.94607)  -0.297
O (-1.02708, 3.58615, 2.35654)  0.137
C (-1.19494, 1.45152, 3.35550)  -0.279
O (-0.51129, 0.47620, 4.17580)  -0.020
C (-1.82756, -0.11756, 3.96773)  -0.120
C (-2.58030, 1.24741, 4.03534)  -0.099
N (-3.26440, 1.08326, 2.72804)  0.068
C (-1.96347, 0.40104, 2.50400)  -0.104
H (2.13145, 2.42376, 0.71630)  0.007
H (1.79474, 2.67654, 2.48604)  0.117
H (-2.04677, -1.09359, 4.41139)  0.152
H (-2.99458, 1.77671, 4.89952)  0.153
H (-4.02704, 0.40767, 2.79360)  0.101
H (-1.65686, -0.06203, 1.56065)  0.153
H (1.75098, 1.09475, 1.70596)  0.005
O (0.70316, 3.10372, 3.92080)  -0.045
H (0.76796, 2.41613, 4.59956)  0.075

Energy above the lowest of the compared OMol25 structures with the same formula, charge and spin in kcal per mole: 136.5
HOMO-LUMO gap in eV: 10.353

***

Here is a molecular structure, C5H8N2O3 from OMol25. Energies are from wB97M-V/def2-TZVPD.

Each line ends with the Löwdin charge.
Positions of all 18 atoms, in Å:
N (2.58187, -4.23832, 3.43022)  0.086
C (3.52541, -3.42441, 2.80097)  -0.278
C (4.88483, -3.54875, 2.76248)  -0.075
O (5.44482, -2.42890, 2.23452)  -0.012
C (4.44244, -1.60173, 1.86107)  -0.073
C (3.25766, -2.08551, 2.33700)  -0.285
N (1.99005, -1.49891, 2.40942)  0.004
C (1.37342, -1.04164, 0.39766)  -0.207
O (1.93491, -1.02822, -0.67940)  0.067
H (1.71507, -4.33707, 2.91193)  0.084
H (2.94702, -5.13528, 3.72654)  0.091
H (5.55627, -4.34660, 3.06121)  0.126
H (4.67545, -0.85749, 1.10786)  0.134
H (1.31968, -1.91308, 3.04888)  0.098
H (0.51813, -1.72392, 0.57617)  0.131
H (2.19623, -0.19536, 2.40825)  0.240
O (1.30906, 0.47131, 1.27544)  -0.176
H (0.76215, 0.12864, 2.03166)  0.046

Energy above the lowest of the compared OMol25 structures with the same formula, charge and spin in kcal per mole: 117.5
HOMO-LUMO gap in eV: 8.521

***

Here is a single C5H8N2O4S molecule from OMol25. Energies are from wB97M-V/def2-TZVPD.

Each line ends with the Löwdin charge.
Positions of all 20 atoms, in Å:
C (-0.38361, -2.56085, 0.33821)  -0.070
C (0.16713, -1.54866, 0.98848)  -0.108
C (-0.47630, -0.61799, -0.99727)  -0.365
C (0.72067, 1.88762, -0.33114)  -0.033
C (0.43476, 0.86090, 0.59854)  -0.123
N (-0.64854, -2.10630, -0.98317)  0.077
N (0.09326, -0.34745, 0.30475)  -0.044
O (-3.85875, 0.76155, -0.30326)  -0.262
O (-2.66720, -0.97450, 0.84163)  -0.281
O (-1.62841, 0.10001, -1.22431)  -0.152
O (-1.84244, 1.27977, 0.93979)  -0.304
S (-2.61912, 0.32055, 0.22201)  0.452
H (-0.61603, -3.61428, 0.78369)  0.170
H (0.45286, -1.59334, 2.08753)  0.155
H (0.22993, -0.31323, -1.82683)  0.173
H (-0.32588, 2.40716, -0.54981)  0.160
H (1.45738, 2.59597, 0.22174)  0.131
H (1.16104, 1.43861, -1.24195)  0.099
H (0.66730, 0.87854, 1.71319)  0.182
H (-1.35105, -2.45344, -1.63112)  0.145

Energy above the lowest of the compared OMol25 structures with the same formula, charge and spin in kcal per mole: 21.3
HOMO-LUMO gap (alpha / beta) in eV: 8.000 / 7.999

***

Here is a single C5H8N2S molecule from OMol25. Energies are from wB97M-V/def2-TZVPD.

Each line ends with the Löwdin charge.
Positions of all 16 atoms, in Å:
C (-2.51206, -0.11142, -0.35223)  -0.141
C (-1.04485, -0.03232, -0.03624)  -0.648
C (-0.31472, 1.04423, 0.08164)  -0.132
C (1.14693, 1.05754, 0.45103)  -0.200
N (2.03277, 0.30964, -0.46780)  -0.071
N (2.17381, -1.07098, -0.30315)  -0.054
C (1.23776, -1.85567, 0.03278)  -0.497
S (-0.49599, -1.65555, 0.20518)  0.993
H (-3.07515, 0.85538, -0.35243)  0.093
H (-3.00817, -0.62885, 0.54323)  0.099
H (-2.63323, -0.58135, -1.28429)  0.051
H (-0.76807, 2.03162, -0.01037)  0.111
H (1.47006, 2.13808, 0.32771)  0.129
H (1.31054, 0.79336, 1.48253)  0.111
H (3.00137, 0.60474, -0.47749)  0.104
H (1.47900, -2.89847, 0.15990)  0.053

Energy above the lowest of the compared OMol25 structures with the same formula, charge and spin in kcal per mole: 55.5
HOMO-LUMO gap in eV: 8.899

***

Here is a gas-phase ion, C5H8N4 (charge +2) from OMol25. Energies are from wB97M-V/def2-TZVPD.

Each line ends with the Löwdin charge.
Positions of all 17 atoms, in Å:
C (-1.90097, -0.24943, 0.67067)  0.162
N (-1.09204, -1.21555, 0.43453)  0.237
C (-0.11776, -0.95926, -0.66598)  -0.187
N (1.19934, -0.74231, -0.22593)  0.038
C (1.68010, 0.55257, 0.29666)  -0.041
N (0.51225, 1.40770, 0.70039)  0.242
C (-0.34525, 1.37261, -0.22247)  -0.098
C (-0.68168, 0.39025, -1.20616)  0.004
N (-1.66781, 0.93398, -0.23606)  0.182
H (-2.63854, -0.34735, 1.37913)  0.155
H (-0.94500, -2.04954, 0.97441)  0.205
H (0.00841, -1.85683, -1.25841)  0.189
H (1.91603, -1.14297, -0.84447)  0.172
H (2.34395, 0.43002, 1.20806)  0.181
H (2.34286, 0.96572, -0.35035)  0.117
H (0.36691, 1.80850, 1.62449)  0.214
H (-0.98082, 0.70190, -2.27851)  0.226

Charge: +2
Energy above the lowest of the compared OMol25 structures with the same formula, charge and spin in kcal per mole: 56.1
HOMO-LUMO gap in eV: 8.286

***

Here is 2 unconnected molecules or ions with the total composition C5H8N4O from OMol25. Energies are from wB97M-V/def2-TZVPD.

Each line ends with the Löwdin charge.
Positions of all 18 atoms, in Å:
C (2.58605, -0.47314, 0.18364)  -0.261
C (-2.70761, -0.02938, 0.18482)  -0.527
C (3.98726, -0.17434, -0.03833)  -0.077
C (-2.18392, -1.45503, 0.16379)  -0.022
C (-2.01912, 0.85328, -0.80030)  -0.118
N (-0.14101, 1.69049, 0.56000)  -0.273
N (0.44524, 2.08996, 1.40954)  0.183
N (1.47230, -0.70052, 0.12696)  0.148
N (-0.65803, 1.28117, -0.40538)  0.050
O (-3.33710, 0.41290, 1.04633)  0.136
H (4.55327, -0.47938, -0.90217)  0.076
H (4.14571, 0.94846, -0.03911)  0.105
H (4.56373, -0.48447, 0.83039)  0.075
H (-2.57205, -1.80671, -0.84522)  0.099
H (-1.03211, -1.51127, 0.21677)  0.086
H (-2.60299, -2.11123, 0.91112)  0.068
H (-2.67142, 1.75909, -0.93997)  0.137
H (-1.82818, 0.19013, -1.66288)  0.115

Energy above the lowest of the compared OMol25 structures with the same formula, charge and spin in kcal per mole: 105.8
HOMO-LUMO gap in eV: 9.857